Entry 1:
Here is C41H31BrN6O2P2RuSe2 as an isolated structure in a non-equilibrium geometry from OMol25. Energies are from ωB97M-V/def2-TZVPD.

Cartesian coordinates (Å):
1 C 3.729 -0.834 -0.703
2 C -2.017 -2.025 2.242
3 H -3.384 1.173 6.090
4 H -0.315 -2.191 -1.748
5 H 2.094 5.310 -5.671
6 H -1.828 0.403 4.244
7 C 2.620 -3.108 -4.079
8 C 3.897 -2.631 -4.164
9 H 4.793 -3.228 -4.268
10 C 4.302 1.880 -0.965
11 H -6.651 3.461 4.525
12 C -5.554 3.755 2.112
13 H 2.192 -2.719 1.684
14 C -0.990 -3.833 5.314
15 H -3.229 3.154 -0.224
16 H 5.204 -0.916 -4.107
17 H -0.725 -4.876 5.638
18 H 1.786 1.096 -6.087
19 C -1.446 -3.617 4.047
20 C 5.016 -0.390 -1.011
21 C -4.986 3.119 3.158
22 Se 0.883 0.252 2.165
23 H -5.622 2.207 6.402
24 P 0.390 0.256 -3.917
25 C 4.165 -1.282 -4.025
26 N -1.618 1.111 -2.320
27 O -1.915 -2.846 1.355
28 C -0.403 0.438 -2.272
29 C 0.865 1.927 -4.334
30 C -0.151 0.350 -0.880
31 C 1.024 4.303 -3.994
32 H 2.166 2.183 -0.591
33 H -0.605 -3.012 7.316
34 C -0.825 -2.836 6.250
35 C 1.537 -2.257 -3.938
36 C 2.987 1.448 -0.684
37 H -5.316 4.222 -0.007
38 H -1.107 1.980 4.181
39 Ru -1.558 0.991 1.772
40 P 1.126 -0.498 0.096
41 H -0.535 -4.714 -1.918
42 H 4.514 2.972 -1.019
43 N -1.145 0.889 -0.184
44 N -2.064 1.332 -1.125
45 H 0.513 -2.628 -3.955
46 H 1.914 -5.132 1.547
47 C 1.758 -0.867 -3.813
48 C 0.899 -2.288 0.022
49 H 0.172 2.940 -2.580
50 H 0.547 -6.144 -0.287
51 C -1.728 -2.301 3.656
52 C 1.581 1.999 -5.524
53 C 3.078 -0.400 -3.954
54 C 2.703 0.111 -0.536
55 C 1.971 3.227 -5.958
56 H 3.268 0.667 -3.845
57 C -3.725 2.534 2.964
58 Br -1.280 -0.204 7.077
59 N -1.651 -1.315 4.562
60 H 2.492 3.407 -6.880
61 H -1.553 -4.432 3.383
62 H -6.548 4.233 2.197
63 C -5.695 2.936 4.400
64 H 6.273 1.369 -1.336
65 C 1.570 -3.144 0.923
66 C 1.437 -4.528 0.837
67 C 0.192 -2.896 -1.036
68 C 0.623 3.051 -3.564
69 C -3.831 1.683 5.238
70 C -4.911 3.774 0.891
71 H 3.535 -1.868 -0.586
72 O -2.525 -0.786 2.017
73 C 0.661 -5.072 -0.189
74 N -1.832 1.345 3.804
75 C 1.708 4.376 -5.199
76 Se -1.050 -0.640 -5.233
77 H 2.553 -4.219 -4.234
78 C -1.233 -1.607 5.803
79 C 0.113 -4.275 -1.156
80 C -3.148 1.883 4.057
81 H 5.783 -1.134 -1.238
82 C -3.668 3.103 0.728
83 N -3.116 2.436 1.725
84 C -5.120 2.273 5.418
85 C 5.299 0.967 -1.086
86 H 0.678 5.165 -3.416

Charge: +2
Total energy, eV: -277936.639
Relative energy (zero: lowest compared OMol25 entry of this formula, charge and spin), kcal per mole: 9.4
Frontier orbital gap (spin up / spin down), eV: 8.2468 / 5.7067
2S+1: 5
<S²>: 6.02

---

Entry 2:
Here is C41H31ClGeN4O5S2V as an isolated structure in a non-equilibrium geometry from OMol25. Energies are from ωB97M-V/def2-TZVPD.

Cartesian coordinates (Å):
1 H -1.507 1.645 2.200
2 H 6.433 -3.929 -0.602
3 C 3.345 -2.485 -0.637
4 C 2.734 0.932 -5.059
5 C -2.729 0.080 -1.863
6 C -4.210 -2.071 -0.615
7 H -5.661 0.820 -1.598
8 C 3.463 1.737 0.549
9 N -5.528 -4.846 3.794
10 H -2.077 -2.468 3.271
11 C 5.350 -3.853 -0.609
12 H -0.449 -1.764 3.304
13 N -8.138 -2.145 2.215
14 H 0.871 -1.265 1.138
15 C -4.922 -3.487 1.649
16 C -1.966 -0.421 2.596
17 H 4.758 0.000 3.749
18 C 0.696 -1.031 0.085
19 O -1.699 -0.772 1.212
20 H -1.653 -1.286 4.526
21 S -1.614 -3.146 -0.670
22 C 3.992 2.501 1.588
23 C -5.807 -2.544 1.116
24 C 3.856 -0.268 1.814
25 C 4.393 0.491 2.852
26 H 0.457 2.259 -1.621
27 C -1.273 0.881 2.944
28 C -1.511 -1.558 3.476
29 Cl -3.232 4.969 0.125
30 C -5.265 -4.250 2.845
31 H 1.491 -3.584 -0.611
32 H 0.669 0.371 -5.247
33 C -2.865 3.351 -0.257
34 C 2.533 0.010 -2.426
35 C -0.110 4.674 0.675
36 S -3.838 -1.254 -2.188
37 H 5.048 -5.983 -0.574
38 C 4.572 -5.008 -0.595
39 H -3.034 -0.286 2.718
40 H 4.863 2.471 3.554
41 H 3.803 -1.348 1.916
42 C 1.532 0.416 -4.592
43 H 2.574 -5.805 -0.585
44 H 2.811 1.285 -6.081
45 H -6.145 -1.165 -0.493
46 H 0.487 -0.443 -2.935
47 N -1.557 1.586 -0.556
48 C -0.349 3.583 -0.149
49 N -1.603 2.883 -0.156
50 H -3.010 -4.418 1.480
51 H -1.601 1.229 3.928
52 H 4.607 0.595 -2.250
53 O -5.191 -0.738 -2.645
54 H -0.852 4.989 1.396
55 O -5.651 3.619 -0.336
56 C 2.575 -3.653 -0.618
57 C -3.278 -2.959 -0.057
58 C 4.456 1.878 2.740
59 H 2.577 3.515 -1.844
60 V -1.053 -0.868 -0.337
61 C 2.066 4.962 -0.336
62 C 3.184 -4.908 -0.599
63 C 1.096 5.359 0.575
64 O -6.014 1.623 -1.116
65 C 3.841 0.996 -4.217
66 C -7.110 -2.319 1.729
67 C -2.776 1.253 -0.987
68 O -1.404 -0.485 -1.968
69 C -5.449 -1.857 -0.033
70 C 3.385 0.347 0.647
71 C -3.687 -3.688 1.061
72 C 0.641 3.141 -1.024
73 C 1.430 -0.046 -3.283
74 C -5.190 2.581 -0.746
75 H 5.358 -1.708 -0.629
76 Ge 2.454 -0.749 -0.659
77 H 3.100 2.239 -0.344
78 C 3.739 0.538 -2.905
79 H -0.186 0.740 2.955
80 C 4.739 -2.602 -0.629
81 H 1.274 6.210 1.223
82 H 2.996 5.515 -0.425
83 H 4.781 1.399 -4.581
84 H 4.031 3.582 1.494
85 C 1.833 3.844 -1.127
86 C -3.702 2.359 -0.723

Charge: -1
Total energy, eV: -175614.162
Relative energy (zero: lowest compared OMol25 entry of this formula, charge and spin), kcal per mole: 92.4
Frontier orbital gap, eV: 6.6771

---

Entry 3:
Here is C41H31F15GeN6S3SrTe as an isolated structure in a non-equilibrium geometry from OMol25. Energies are from ωB97M-V/def2-TZVPD.

Cartesian coordinates (Å):
1 H 1.251 -6.556 -1.193
2 H 1.730 -0.725 2.849
3 S -3.007 1.393 0.534
4 F -4.549 5.012 -0.111
5 H -6.579 -1.998 -2.219
6 C -2.091 6.595 2.017
7 C 0.805 -0.871 3.402
8 H -2.285 -3.420 2.643
9 F 2.678 9.508 -0.852
10 H -5.203 1.927 -1.167
11 C -3.755 -3.793 0.075
12 C 4.243 6.647 0.699
13 F 3.489 4.455 0.933
14 H -1.463 -4.390 1.419
15 C 4.883 -1.947 -0.580
16 C -0.138 -3.602 -1.735
17 H 1.719 0.938 6.029
18 C -2.835 -2.897 0.663
19 C -2.186 4.932 -0.169
20 C -5.870 -1.343 -1.727
21 C 3.270 5.690 0.470
22 H 1.759 -6.510 0.508
23 C 0.372 5.018 -2.544
24 H -0.981 -2.694 1.680
25 C -0.607 5.811 -3.122
26 H -1.495 2.167 4.932
27 C -5.982 0.019 -1.810
28 C 1.070 -6.097 -0.224
29 C -4.031 0.339 -0.395
30 F 0.781 7.643 -1.223
31 S 2.849 -0.500 0.528
32 H -0.357 -2.535 -1.718
33 H 0.468 -1.901 3.260
34 C 4.053 7.936 0.235
35 C -3.876 -1.079 -0.315
36 F 2.296 3.723 -2.899
37 H 1.158 1.605 2.527
38 C 3.824 -1.648 -3.099
39 H 2.408 -0.507 -2.140
40 C -3.312 6.225 1.479
41 H 0.012 -0.648 6.620
42 H 0.048 -6.293 0.092
43 C 2.879 8.263 -0.422
44 C 3.690 -1.195 -0.741
45 C 4.940 -2.401 -2.947
46 S 1.119 2.638 -0.076
47 C 1.517 0.748 4.974
48 F -4.437 6.686 2.017
49 C -0.725 1.468 5.265
50 C -0.927 6.118 1.439
51 H 3.352 -1.476 -4.056
52 N 3.238 -1.068 -2.024
53 C -1.819 -3.388 1.655
54 C -0.671 6.019 -4.491
55 H 5.272 -2.048 0.422
56 C 5.481 -2.547 -1.649
57 H 5.402 -2.870 -3.802
58 F -1.622 6.794 -5.010
59 N -1.218 0.098 5.100
60 C 0.241 1.434 3.098
61 Ge 0.677 4.612 -0.589
62 H 6.369 -3.149 -1.509
63 N -2.864 -1.604 0.426
64 F 0.185 5.603 -6.640
65 F 2.179 4.077 -5.572
66 H -0.522 1.646 6.323
67 C 1.924 7.283 -0.622
68 C -5.078 0.853 -1.134
69 C -4.831 -1.911 -0.961
70 H -1.031 -4.146 -1.439
71 Te 1.439 -3.975 -0.319
72 C 1.298 4.465 -3.413
73 F 0.244 6.462 1.998
74 N 1.071 -0.640 4.814
75 H -0.526 2.137 2.751
76 C -4.721 -3.302 -0.754
77 F -2.047 7.393 3.086
78 H -3.691 -4.851 0.294
79 F -2.217 4.156 -1.254
80 C -0.948 5.301 0.325
81 H -1.823 -1.160 3.542
82 C 1.262 4.642 -4.783
83 H 0.158 -3.908 -2.735
84 H 2.438 0.892 4.405
85 C 0.256 5.420 -5.325
86 F 4.991 8.858 0.422
87 H -2.226 0.553 3.324
88 C -1.463 -0.139 3.683
89 H -6.788 0.461 -2.382
90 C 2.098 5.972 -0.209
91 H -5.436 -3.961 -1.235
92 C -3.370 5.376 0.385
93 F -1.522 6.441 -2.385
94 Sr -0.386 0.586 0.347
95 N -0.233 0.048 2.874
96 F 5.362 6.340 1.358
97 C -0.176 -0.821 5.559
98 H -0.522 -1.849 5.429
99 N 0.505 1.697 4.504

Total energy, eV: -189873.631
Relative energy (zero: lowest compared OMol25 entry of this formula, charge and spin), kcal per mole: 46.9
Frontier orbital gap, eV: 6.4703

---

Entry 4:
Here is C41H32Br4N2O4PS2Zr as an isolated structure from OMol25. Energies are from ωB97M-V/def2-TZVPD.

Cartesian coordinates (Å):
1 O 1.313 -1.432 -0.024
2 H -2.140 0.009 -1.680
3 C 3.146 -2.010 1.460
4 C -0.983 4.376 2.672
5 H -6.734 -2.178 0.952
6 C 3.712 -1.848 2.732
7 C -2.631 1.714 -0.367
8 H 6.416 -0.461 -2.727
9 H -0.841 0.945 -6.025
10 C -3.665 -0.708 1.187
11 C 0.178 -6.168 -4.057
12 Br 5.374 -2.661 3.118
13 C 1.934 -1.413 1.160
14 C 1.778 -6.323 -2.279
15 Zr -0.112 0.089 -0.229
16 H -1.630 4.984 3.289
17 H 5.957 -2.777 -3.478
18 N -2.469 -0.658 0.307
19 C -0.044 -0.497 -4.672
20 C 1.186 3.457 2.188
21 C 0.689 -1.677 -4.529
22 H -3.040 1.788 0.644
23 C 1.853 -4.939 -2.223
24 O -0.028 0.284 -2.389
25 C 1.108 -4.148 -3.099
26 C -0.940 3.053 -1.511
27 C 3.840 -2.612 -3.193
28 C 1.819 -0.506 3.409
29 S -2.533 0.927 3.126
30 H 2.241 0.143 -2.054
31 C 0.284 -0.560 -7.063
32 C -0.669 0.256 -3.521
33 C 0.367 4.255 2.969
34 C -0.701 2.861 0.837
35 H 0.131 -0.120 -8.041
36 C -2.780 0.251 -0.823
37 H 4.533 0.996 -2.031
38 Br 3.821 -0.844 5.405
39 H -0.353 -4.192 -4.676
40 C 4.348 -0.018 -2.364
41 C 1.022 -1.730 -6.928
42 N -1.201 2.161 -0.351
43 H -4.658 -1.888 -0.310
44 H 3.657 -3.626 -3.525
45 H 2.238 3.355 2.420
46 C 2.780 -1.807 -2.782
47 C -0.252 0.043 -5.942
48 H 0.787 4.777 3.820
49 H -0.485 -6.642 -4.770
50 C -6.013 -1.023 2.639
51 C -5.918 -1.605 1.374
52 P 1.019 -2.339 -2.841
53 C -4.967 -0.288 3.141
54 Br 3.977 -3.049 0.123
55 C 3.049 -0.504 -2.371
56 H 2.368 -6.916 -1.592
57 H 1.447 -2.213 -7.799
58 H -3.192 2.356 -1.047
59 H -5.041 0.170 4.118
60 S 1.741 1.787 0.068
61 C 0.256 -4.784 -4.005
62 C 0.669 2.758 1.100
63 C -3.750 -0.065 2.438
64 C -4.742 -1.437 0.673
65 H -2.392 -2.704 0.707
66 H -1.437 4.010 -1.329
67 C 1.259 -0.677 2.156
68 H -1.007 -2.176 -0.195
69 C 1.219 -2.277 -5.673
70 H 0.885 -8.024 -3.239
71 O -1.778 0.746 -3.689
72 C 5.143 -2.133 -3.168
73 H -2.572 3.746 1.386
74 H -6.914 -1.146 3.230
75 H -1.322 2.591 -2.416
76 H 1.795 -3.189 -5.574
77 C 0.945 -6.943 -3.198
78 C 5.400 -0.833 -2.753
79 C 3.057 -1.092 3.696
80 H 0.133 3.208 -1.603
81 H 2.490 -4.466 -1.484
82 O 0.104 -0.166 1.758
83 H -2.559 -2.357 -1.030
84 Br 0.848 0.519 4.647
85 C -2.095 -2.035 -0.094
86 H -3.798 0.094 -1.191
87 C -1.514 3.681 1.599

Charge: -1
Total energy, eV: -366622.833
Relative energy (zero: lowest compared OMol25 entry of this formula, charge and spin), kcal per mole: 76.3
Frontier orbital gap, eV: 6.0157

---

- Which of these has the lowest total energy?
  C41H32Br4N2O4PS2Zr